Molecular formula: C27H69N10O3P2S2
Method: DFT, ωB97M-V with the def2-TZVPD basis set

Atoms and positions in Å:
C: -3.49 0.99 -1.18
C: -2.70 2.25 -0.78
C: -2.51 2.37 0.73
C: -1.35 1.50 1.27
N: -0.15 1.72 0.47
C: 0.83 0.60 0.50
C: 0.82 -0.27 1.76
C: 1.24 0.46 3.05
C: 0.99 -0.46 4.27
N: 0.17 0.13 5.35
C: -1.11 0.72 4.86
O: -2.17 0.43 5.70
C: -3.40 0.72 4.99
C: 0.82 0.92 6.21
N: 2.08 1.50 6.00
N: 0.20 1.14 7.39
C: 0.42 2.98 0.64
S: 1.51 3.51 -0.45
S: -0.04 4.08 2.00
C: 1.40 4.27 3.11
C: 2.77 4.56 2.47
C: 3.56 3.25 2.33
H: -3.53 0.96 -2.27
H: -4.50 1.05 -0.77
H: -3.02 0.09 -0.79
H: -1.78 2.29 -1.35
H: -3.30 3.10 -1.11
H: -2.45 3.41 1.07
H: -3.41 1.96 1.19
H: -1.22 1.73 2.33
H: -1.72 0.48 1.18
H: 0.58 -0.06 -0.33
H: 1.85 0.93 0.32
H: -0.10 -0.84 1.89
H: 1.59 -1.03 1.59
H: 0.79 1.45 3.13
H: 2.32 0.61 2.97
H: 1.95 -0.76 4.68
H: 0.49 -1.38 3.96
H: -1.30 0.26 3.88
H: -0.97 1.80 4.70
H: -3.62 -0.11 4.33
H: -4.19 0.91 5.70
H: -3.23 1.59 4.34
H: 2.00 2.24 5.30
H: 2.75 0.82 5.65
H: -0.07 2.07 7.65
H: 0.05 0.35 8.00
H: 1.13 5.13 3.72
H: 1.48 3.42 3.79
H: 3.30 5.20 3.19
H: 2.70 5.11 1.54
H: 4.55 3.38 1.90
H: 3.61 2.81 3.33
H: 2.96 2.55 1.75
O: 4.56 0.18 -1.62
P: 5.57 0.68 -2.63
N: 4.71 1.98 -3.35
C: 3.55 1.77 -4.20
C: 4.51 3.08 -2.42
N: 5.73 -0.79 -3.55
C: 5.04 -1.02 -4.81
C: 5.69 -2.01 -2.74
N: 7.05 1.27 -3.25
C: 7.24 2.09 -4.43
C: 8.27 0.65 -2.73
H: 3.19 2.73 -4.58
H: 2.72 1.27 -3.68
H: 3.80 1.20 -5.09
H: 5.47 3.53 -2.15
H: 4.03 2.74 -1.49
H: 3.90 3.87 -2.85
H: 3.95 -1.02 -4.69
H: 5.34 -1.99 -5.22
H: 5.32 -0.29 -5.56
H: 4.67 -2.32 -2.50
H: 6.23 -1.87 -1.80
H: 6.19 -2.82 -3.28
H: 6.71 1.70 -5.30
H: 8.30 2.14 -4.68
H: 6.91 3.12 -4.26
H: 8.61 -0.16 -3.39
H: 8.09 0.23 -1.74
H: 9.07 1.39 -2.62
O: -4.39 -2.07 -2.44
P: -4.96 -3.13 -1.53
N: -4.24 -4.55 -2.18
C: -4.56 -5.05 -3.50
C: -2.80 -4.59 -1.92
N: -6.64 -2.83 -1.92
C: -7.39 -3.61 -2.88
C: -6.97 -1.41 -2.08
N: -5.46 -4.00 -0.14
C: -5.73 -5.42 -0.04
C: -5.95 -3.21 0.98
H: -4.02 -5.98 -3.69
H: -4.32 -4.33 -4.30
H: -5.61 -5.32 -3.58
H: -2.62 -4.69 -0.84
H: -2.29 -3.69 -2.28
H: -2.34 -5.46 -2.40
H: -6.98 -3.53 -3.90
H: -8.43 -3.26 -2.91
H: -7.45 -4.66 -2.60
H: -6.72 -1.03 -3.08
H: -6.44 -0.80 -1.35
H: -8.04 -1.26 -1.90
H: -6.38 -5.78 -0.83
H: -6.22 -5.64 0.91
H: -4.81 -6.01 -0.06
H: -7.05 -3.12 0.96
H: -5.54 -2.19 0.95
H: -5.65 -3.64 1.94

net charge: +1
frontier orbital gap: 0.17892 hartree
energy: -90397.858 eV

These are the Löwdin partial charges, in e, on atoms 1 to 5: number 1, C, carries -0.1040; number 2, C, carries -0.2492; number 3, C, carries -0.2021; number 4, C, carries -0.2395; number 5, N, carries -0.1720